Density functional theory data (the ωB97M-V functional and the def2-TZVPD basis) for a single C6H8FN molecule.

Gap between HOMO and LUMO in eV: 8.7
Energy relative to the best compared isomer or geometry (same formula, charge and spin) in kcal/mol: 68.7
Maximum force in eV/A: 6.35
Calculated total energy in eV: -10556.080

Cartesian coordinates (Å):
C: 2.6448 0.1721 0.1159
C: 1.1677 -0.2670 -0.0590
C: 0.6655 -1.5501 -0.1465
C: -0.8227 -1.5656 -0.1381
C: -1.2778 -0.3141 0.1922
F: -2.4418 0.2151 0.1393
C: 0.0688 0.6694 0.2384
N: -0.1523 1.8555 -0.5139
H: 3.0103 1.0623 -0.5659
H: 2.6199 0.5869 1.1594
H: 3.3190 -0.6540 0.0039
H: 1.3596 -2.3242 -0.3084
H: -1.4824 -2.3357 -0.3936
H: 0.4052 1.0207 1.3572
H: 0.1895 2.7817 0.1376
H: -1.0567 2.0701 -0.2637